No. 1
Below is a cluster of 6 separate species, C18H40O6 in total at a distorted geometry, with properties calculated with ωB97M-V with the def2-TZVPD basis set.

Bonds (Å) are listed after each position.
Positions of all 64 atoms, in Å:
1 C 1.63 -3.45 -1.33  C2 1.471, C5 1.508, H6 1.090, H7 1.090
2 C 0.46 -3.78 -0.50  C1 1.471, C3 1.533, H8 1.090, H9 1.090
3 C 0.02 -5.14 -1.05  C2 1.533, O4 1.435, H10 1.090, H11 1.090
4 O 1.29 -5.80 -1.18  C3 1.435, C5 1.429
5 C 2.27 -4.81 -1.49  C1 1.508, O4 1.429, H12 1.090, H13 1.090
6 H 2.26 -2.68 -0.89  C1 1.090
7 H 1.47 -3.11 -2.35  C1 1.090
8 H -0.34 -3.04 -0.65  C2 1.090
9 H 0.58 -3.85 0.58  C2 1.090
10 H -0.41 -5.08 -2.04  C3 1.090
11 H -0.65 -5.72 -0.42  C3 1.090
12 H 2.63 -4.86 -2.52  C5 1.090
13 H 3.13 -4.88 -0.83  C5 1.090
14 C 3.18 2.26 -2.48  C15 1.507, C18 1.577, H19 1.090, H20 1.090
15 C 1.86 2.55 -3.15  C14 1.507, C16 1.523, H21 1.090, H22 1.090
16 C 1.72 4.04 -3.39  C15 1.523, O17 1.414, H23 1.090, H24 1.090
17 O 2.85 4.59 -2.76  C16 1.414, C18 1.410
18 C 3.44 3.68 -1.85  C14 1.577, O17 1.410, H25 1.090, H26 1.090
19 H 3.92 1.94 -3.22  C14 1.090
20 H 3.17 1.68 -1.55  C14 1.090
21 H 1.12 2.04 -2.53  C15 1.090
22 H 1.90 2.12 -4.15  C15 1.090
23 H 0.93 4.65 -2.95  C16 1.090
24 H 1.77 4.25 -4.46  C16 1.090
25 H 3.00 3.66 -0.86  C18 1.090
26 H 4.50 3.76 -1.61  C18 1.090
27 C -0.11 -0.17 -0.21  C28 1.556, C31 1.574, H32 1.090, H33 1.090
28 C -0.32 1.07 0.71  C27 1.556, C29 1.530, H34 1.090, H35 1.090
29 C -1.83 0.96 0.94  C28 1.530, O30 1.398, H36 1.090, H37 1.090
30 O -2.29 0.60 -0.34  C29 1.398, C31 1.396
31 C -1.40 -0.16 -1.10  C27 1.574, O30 1.396, H38 1.090, H39 1.090
32 H 0.11 -1.09 0.34  C27 1.090
33 H 0.84 -0.09 -0.75  C27 1.090
34 H -0.02 2.05 0.34  C28 1.090
35 H 0.18 0.77 1.63  C28 1.090
36 H -2.27 1.88 1.31  C29 1.090
37 H -2.10 0.23 1.70  C29 1.090
38 H -1.27 0.25 -2.10  C31 1.090
39 H -1.75 -1.19 -1.19  C31 1.090
40 C -3.89 -3.67 2.25  C41 1.529, C44 1.477, H45 1.090, H46 1.090
41 C -3.70 -2.15 2.29  C40 1.529, C42 1.519, H47 1.090, H48 1.090
42 C -4.41 -1.59 1.07  C41 1.519, O43 1.453, H49 1.090, H50 1.090
43 O -4.97 -2.72 0.34  C42 1.453, C44 1.450
44 C -4.22 -3.85 0.83  C40 1.477, O43 1.450, H51 1.090, H52 1.090
45 H -4.83 -3.92 2.74  C40 1.090
46 H -3.20 -4.39 2.68  C40 1.090
47 H -2.68 -1.92 1.99  C41 1.090
48 H -3.94 -1.70 3.26  C41 1.090
49 H -3.89 -0.86 0.45  C42 1.090
50 H -5.21 -0.93 1.43  C42 1.090
51 H -3.30 -3.78 0.24  C44 1.090
52 H -4.67 -4.81 0.57  C44 1.090
53 C 3.71 2.36 1.45  O54 1.465, H55 1.090, H56 1.090, H57 1.090
54 O 3.08 3.64 1.80  C53 1.465, H58 0.960
55 H 2.92 1.65 1.22  C53 1.090
56 H 4.40 2.44 0.61  C53 1.090
57 H 4.18 1.78 2.24  C53 1.090
58 H 3.53 4.18 2.44  O54 0.960
59 C -1.00 4.79 3.08  O60 1.381, H61 1.090, H62 1.090, H63 1.090
60 O -0.06 5.64 2.54  C59 1.381, H64 0.960
61 H -1.61 4.51 2.22  C59 1.090
62 H -0.57 3.90 3.54  C59 1.090
63 H -1.63 5.30 3.81  C59 1.090
64 H 0.51 5.99 3.24  O60 0.960

Energy   -31594.375 eV
SMILES   C1CCOC1.C1CCOC1.C1CCOC1.C1CCOC1.CO.CO
Lowest unoccupied orbital energy   0.49 eV
Largest force on an atom   3.1 eV/A
Net charge   0

=====

No. 2
Below is a cluster of 2 separate species, C5H11O in total at a distorted geometry, with properties calculated with ωB97M-V with the def2-TZVPD basis set.

Bonds (Å) are listed after each position.
Positions of all 17 atoms, in Å:
1 C -1.80 -0.22 0.48  C2 1.449, O6 1.453, H7 1.086, H8 1.088
2 C -0.44 -0.31 -0.03  C1 1.449, C3 1.469, O6 1.453
3 C 0.76 -0.94 0.52  C2 1.469, H9 1.088, H10 1.099, H11 1.090
4 C 1.07 -0.37 -3.30  H12 1.073, H13 1.071, H14 1.071
5 C -0.53 1.56 1.69  O6 1.435, H15 1.091, H16 1.092, H17 1.090
6 O -0.95 0.97 0.45  C1 1.453, C2 1.453, C5 1.435
7 H -2.63 -0.15 -0.20  C1 1.086
8 H -2.05 -0.57 1.48  C1 1.088
9 H 0.82 -1.96 0.14  C3 1.088
10 H 0.77 -0.99 1.62  C3 1.099
11 H 1.66 -0.41 0.19  C3 1.090
12 H 0.30 -0.97 -3.76  C4 1.073
13 H 0.98 0.70 -3.28  C4 1.071
14 H 1.96 -0.84 -2.93  C4 1.071
15 H 0.40 2.09 1.50  C5 1.091
16 H -1.31 2.27 1.98  C5 1.092
17 H -0.39 0.82 2.48  C5 1.090

Energy   -7397.378 eV
Lowest unoccupied orbital energy (spin up / spin down)   -5.54 / -3.20 eV
Largest force on an atom   1.6 eV/A
Net charge   +1

=====

No. 3
Below is an isolated molecule of C22H30O4, with properties calculated with ωB97M-V with the def2-TZVPD basis set.

Bonds (Å) are listed after each position.
Positions of all 56 atoms, in Å:
1 C -2.65 -2.28 -1.59  O2 1.405, H54 1.090, H55 1.095, H56 1.094
2 O -1.59 -2.67 -0.75  C1 1.405, C3 1.377
3 C -0.37 -2.05 -0.91  O2 1.377, C4 1.387, C8 1.406
4 C -0.16 -1.03 -1.83  C3 1.387, C5 1.382, H53 1.077
5 C 1.08 -0.43 -1.97  C4 1.382, C6 1.386, H52 1.080
6 C 2.16 -0.83 -1.19  C5 1.386, C7 1.385, C15 1.502
7 C 1.95 -1.86 -0.29  C6 1.385, C8 1.391, H14 1.080
8 C 0.71 -2.47 -0.12  C3 1.406, C7 1.391, O9 1.368
9 O 0.71 -3.46 0.83  C8 1.368, C10 1.408
10 C -0.48 -4.07 1.25  O9 1.408, H11 1.092, H12 1.092, H13 1.091
11 H -1.21 -3.33 1.61  C10 1.092
12 H -0.94 -4.66 0.46  C10 1.092
13 H -0.20 -4.72 2.07  C10 1.091
14 H 2.76 -2.24 0.32  C7 1.080
15 C 3.49 -0.15 -1.32  C6 1.502, H16 1.092, H17 1.092, C18 1.551
16 H 4.29 -0.88 -1.24  C15 1.092
17 H 3.54 0.30 -2.32  C15 1.092
18 C 3.74 0.97 -0.28  C15 1.551, C19 1.528, H23 1.097, C24 1.546
19 C 4.48 0.43 0.95  C18 1.528, H20 1.086, H21 1.088, H22 1.087
20 H 3.98 -0.44 1.37  C19 1.086
21 H 5.49 0.12 0.67  C19 1.088
22 H 4.56 1.19 1.72  C19 1.087
23 H 4.43 1.69 -0.76  C18 1.097
24 C 2.46 1.76 0.06  C18 1.546, C25 1.530, H29 1.092, C30 1.539
25 C 2.80 3.21 0.42  C24 1.530, H26 1.088, H27 1.088, H28 1.088
26 H 3.47 3.25 1.28  C25 1.088
27 H 1.89 3.76 0.67  C25 1.088
28 H 3.28 3.71 -0.41  C25 1.088
29 H 1.86 1.78 -0.85  C24 1.092
30 C 1.62 1.12 1.19  C24 1.539, C31 1.505, H50 1.088, H51 1.095
31 C 0.14 1.01 0.93  C30 1.505, C32 1.388, C36 1.384
32 C -0.57 0.03 1.60  C31 1.388, C33 1.381, H49 1.080
33 C -1.93 -0.11 1.41  C32 1.381, C34 1.389, H48 1.078
34 C -2.63 0.71 0.54  C33 1.389, C35 1.404, O43 1.381
35 C -1.93 1.73 -0.12  C34 1.404, C36 1.392, O38 1.369
36 C -0.56 1.86 0.10  C31 1.384, C35 1.392, H37 1.078
37 H -0.07 2.67 -0.43  C36 1.078
38 O -2.44 2.63 -1.02  C35 1.369, C39 1.409
39 C -3.82 2.91 -1.05  O38 1.409, H40 1.092, H41 1.090, H42 1.093
40 H -4.39 2.08 -1.48  C39 1.092
41 H -3.91 3.79 -1.69  C39 1.090
42 H -4.20 3.14 -0.06  C39 1.093
43 O -3.98 0.56 0.28  C34 1.381, C44 1.405
44 C -4.71 -0.35 1.06  O43 1.405, H45 1.095, H46 1.095, H47 1.090
45 H -4.39 -1.38 0.89  C44 1.095
46 H -4.65 -0.11 2.12  C44 1.095
47 H -5.75 -0.24 0.73  C44 1.090
48 H -2.45 -0.90 1.94  C33 1.078
49 H -0.06 -0.64 2.27  C32 1.080
50 H 1.97 0.11 1.38  C30 1.088
51 H 1.77 1.69 2.11  C30 1.095
52 H 1.20 0.36 -2.70  C5 1.080
53 H -0.97 -0.68 -2.45  C4 1.077
54 H -3.49 -2.91 -1.31  C1 1.090
55 H -2.41 -2.45 -2.64  C1 1.095
56 H -2.92 -1.22 -1.45  C1 1.094

Energy   -31489.300 eV
SMILES   COc1ccc(C[C@@H](C)[C@@H](C)Cc2ccc(OC)c(OC)c2)cc1OC
Lowest unoccupied orbital energy   0.71 eV
Largest force on an atom   0.5 eV/A
Net charge   0

=====

Q: What is the largest force on an atom in the second record?
A: 1.6 eV/A

=====

Q: Which formula does entry 3 have?
A: C22H30O4

=====

Q: What is the largest force on an atom in the first record?
A: 3.1 eV/A

=====

Q: Which of these has the highest energy?
A: C5H11O